[1]
ORCA calculation (ωB97M-V/def2-TZVPD) on a structure of composition C6H8GaLiO6 at a distorted geometry.

Structure (XYZ):
```
22
Properties=species:S:1:pos:R:3:forces:R:3
H -0.966807 2.441319 -1.022582 1.04 -0.66 0.15
C -1.781371 -2.240974 0.633467 -0.50 0.16 3.69
H -4.059263 1.150199 1.157582 0.41 0.03 -0.23
H -4.605386 -1.092106 0.937641 0.35 0.00 -0.02
O 0.772421 -1.699693 -0.946011 -0.11 -1.89 -0.34
O -2.156667 -2.505101 -0.560835 0.43 -1.54 -4.13
C -3.521089 0.682185 0.320879 0.07 -1.25 1.40
O 0.191805 0.442892 -0.978689 -0.71 -0.26 -0.28
C -2.081390 1.173754 0.324198 3.81 3.00 -0.60
O -0.833129 -2.799044 1.194901 0.11 1.04 -0.71
Ga -0.776210 -2.730442 -1.734413 0.15 1.70 0.60
C -1.272972 1.392736 -0.931350 -2.53 1.16 -1.12
C -3.670095 -0.818073 0.435204 -1.68 0.27 -0.66
O -2.597700 -1.391419 1.224342 0.91 -0.68 -0.45
H -2.207340 2.090800 0.924151 0.24 0.80 -1.12
H -4.051391 1.002285 -0.587628 0.48 0.14 0.13
H -3.756419 -1.152771 -0.606540 0.42 -0.66 0.69
C 0.198288 -0.710747 -1.547278 -0.57 3.58 1.87
H -0.929386 1.287906 0.755484 -2.22 -2.50 1.54
H -1.805730 1.152522 -1.858993 0.71 -0.58 -0.03
Li 0.944543 -2.141654 0.896543 0.15 -0.09 0.74
O -0.548550 -0.983596 -2.536415 -0.96 -1.79 -1.14
```
Positions in Å, forces in eV/Å.

## Properties
- E_tot: -71198.20720 eV
- E_HOMO: -0.650 hartree
- Kohn-Sham gap: 5.181 eV
- Strongest force on any atom: 4.9 eV Å⁻¹
- Charge: +2

[2]
ORCA calculation (ωB97M-V/def2-TZVPD) on a structure of composition C6H8HoO6 at a distorted geometry.

Structure (XYZ):
```
21
Properties=species:S:1:pos:R:3:forces:R:3
Ho 1.445789 2.399079 1.245967 0.50 1.06 0.40
H -3.561113 -1.421517 -1.886206 -0.52 0.31 -1.44
H 1.759467 -3.401704 0.214675 -0.14 -0.26 0.04
H -3.003979 -2.194089 1.562712 0.06 -0.29 0.18
H -0.669018 -1.240302 1.721648 -0.03 0.00 -0.17
H -3.284965 0.520738 -2.400555 -0.77 -2.73 0.28
O -3.503659 -0.441678 -1.828787 0.54 1.25 0.47
O 1.634384 0.310569 0.318848 -0.63 0.75 0.61
O -3.051428 -0.507153 0.463590 0.78 -0.44 1.49
C -0.147042 -2.407092 0.037529 3.05 -2.31 -2.49
C -2.500714 -1.851396 0.653769 -0.75 0.11 -0.81
C -1.018698 -1.798676 0.849064 -3.05 1.80 2.76
H -2.812485 -2.479859 -0.188967 0.15 -0.16 0.29
C -2.967915 0.142831 -0.623626 -0.45 2.21 -2.58
C 1.327503 -2.401743 0.306213 0.70 0.62 0.36
O -2.651690 1.257499 -0.943249 0.42 -0.61 1.70
O 2.026963 -1.633376 -0.724519 -0.54 -1.05 -0.29
H 1.574567 -1.974940 1.283947 -0.07 -0.25 -0.12
O 2.706176 0.248968 -1.582615 -0.13 -0.16 0.27
C 2.090777 -0.360571 -0.612634 0.85 0.02 -0.89
H -0.486817 -2.958038 -0.844717 0.04 0.15 -0.05
```
Positions in Å, forces in eV/Å.

## Properties
- E_tot: -44379.00848 eV
- E_HOMO (spin up / spin down): -0.951 / -0.904 hartree
- Kohn-Sham gap (spin up / spin down): 10.025 / 4.386 eV
- 2S+1: 6
- Strongest force on any atom: 4.6 eV Å⁻¹
- Charge: +4

[3]
ORCA calculation (ωB97M-V/def2-TZVPD) on the ion C6H8N with charge +1 at a distorted geometry.

Structure (XYZ):
```
15
Properties=species:S:1:pos:R:3:forces:R:3
N 2.072260 -0.554816 -0.533570 -1.09 -0.43 0.23
H -3.882198 -0.211454 0.700338 1.39 -0.05 -0.68
C 3.332924 0.134988 -0.522230 -0.49 -0.16 0.32
C -0.623048 -0.027211 -0.450520 0.55 0.68 -3.36
C 0.707356 0.389965 -0.090279 -1.27 -0.82 1.24
C -3.001780 -0.144952 -0.009320 -1.39 -0.12 3.39
H 3.969173 0.601012 -1.270199 -0.25 0.01 0.42
C 2.975657 -0.519366 0.546613 2.04 0.57 -1.65
C -1.733227 -0.149228 0.417010 1.37 -0.73 0.99
H 0.826395 0.612588 0.997122 0.06 0.00 -0.99
H -1.472310 -0.279639 1.493470 -0.45 0.22 -0.85
H 3.386519 -1.048102 1.363105 -0.42 -0.46 1.04
H -0.749980 -0.038954 -1.662498 -0.15 -0.25 3.14
H -3.302494 0.067441 -0.957474 -0.38 0.28 -2.86
H 0.926026 1.149735 -0.790629 0.47 1.26 -0.38
```
Positions in Å, forces in eV/Å.

## Properties
- E_tot: -7827.86552 eV
- E_HOMO (spin up / spin down): -0.487 / -0.461 hartree
- Kohn-Sham gap (spin up / spin down): 7.303 / 5.992 eV
- Strongest force on any atom: 3.7 eV Å⁻¹
- Charge: +1

[4]
ORCA calculation (ωB97M-V/def2-TZVPD) on the ion C6H8N with charge +1 at a distorted geometry.

Structure (XYZ):
```
15
Properties=species:S:1:pos:R:3:forces:R:3
C 1.487326 0.369903 1.254156 1.22 2.07 -1.82
C -0.757616 0.279387 0.174628 1.15 0.30 1.42
H 0.673506 -1.851087 -0.510369 -1.17 -1.46 0.65
H 2.155269 -1.205238 -0.896175 -1.18 0.97 -0.60
H 1.646908 -0.284114 2.010076 0.67 -1.20 2.65
H 0.569551 -0.811868 -1.908253 0.62 0.40 0.73
N 0.753742 0.101561 0.087829 -4.06 0.36 -2.60
C -2.013825 -0.411102 -0.084534 -1.16 -0.66 -0.09
H -2.379361 1.903876 0.667188 0.67 -0.54 0.07
H 1.848462 2.199962 -0.138859 0.17 0.36 -0.23
C 1.044761 -0.966240 -0.918271 2.25 0.15 0.02
C -1.801845 0.991272 0.475047 0.85 0.89 -1.22
H -2.668102 -1.010161 0.571805 1.21 -0.46 -0.10
H -2.180100 -0.589444 -1.133827 -0.77 0.23 -0.37
C 1.621318 1.283297 0.349557 -0.47 -1.43 1.48
```
Positions in Å, forces in eV/Å.

## Properties
- E_tot: -7828.01867 eV
- E_HOMO: -0.505 hartree
- Kohn-Sham gap: 9.562 eV
- SMILES string: C[N+]1(C2=CC2)C=C1
- Strongest force on any atom: 4.8 eV Å⁻¹
- Charge: +1

[5]
ORCA calculation (ωB97M-V/def2-TZVPD) on the ion C6H8N with charge +1 at a distorted geometry.

Structure (XYZ):
```
15
Properties=species:S:1:pos:R:3:forces:R:3
H -2.255598 0.482012 -0.393006 -0.33 -0.16 0.49
H -1.868002 1.764119 0.522155 -0.19 3.86 -0.29
C 0.981631 -0.358799 -3.179326 -1.96 1.13 -1.67
H -2.130999 0.519783 1.340065 -1.21 -1.19 0.80
C 1.273347 -0.646730 1.993382 -0.81 -0.53 1.40
H 1.909948 -0.796956 -3.292246 1.88 -0.81 -0.53
C -0.308637 0.397221 0.451189 0.41 -2.01 -0.13
C 0.137070 0.070492 1.911907 2.13 -1.17 -4.63
H -0.491409 0.076706 2.750384 -0.90 0.98 1.00
H 1.535511 -0.922543 3.012704 0.23 -0.10 -0.17
H 0.390546 -0.031507 -4.083532 0.70 -0.57 1.15
N -1.798005 0.817628 0.457652 2.36 -2.33 -1.29
C 0.563951 -0.156724 -1.979764 -0.93 0.28 2.76
C 0.231849 -0.013716 -0.737150 -1.21 1.51 1.18
H 1.828798 -1.200984 1.225587 -0.16 1.11 -0.06
```
Positions in Å, forces in eV/Å.

## Properties
- E_tot: -7830.47107 eV
- E_HOMO: -0.474 hartree
- Kohn-Sham gap: 8.373 eV
- SMILES string: C=C=C=C([NH3+])C=C
- Strongest force on any atom: 5.2 eV Å⁻¹
- Charge: +1

[6]
ORCA calculation (ωB97M-V/def2-TZVPD) on the ion C6H8N with charge +1 at a distorted geometry.

Structure (XYZ):
```
15
Properties=species:S:1:pos:R:3:forces:R:3
H 1.421572 0.531512 -1.232376 0.65 -0.38 -0.31
H -4.885223 -1.070832 0.450708 -0.70 -0.05 0.25
C -2.759947 -0.400860 0.137077 -2.74 -0.57 0.65
H 0.844837 -1.272876 -1.332817 -0.60 2.31 0.26
H -1.133747 2.120958 0.778522 0.82 -0.31 -0.32
C -3.937822 -0.620845 0.369460 2.74 -0.06 -0.72
H -1.622194 2.201800 -0.907201 -0.85 1.04 -1.91
C 0.832255 -0.248088 -0.762067 1.76 -2.72 -1.38
C -1.152587 1.619540 -0.199597 0.11 -0.33 2.02
H 2.337108 -1.407136 0.543160 0.13 1.22 -1.34
H 1.674044 0.026450 1.268859 -0.06 0.70 0.52
N -1.617454 0.213743 -0.091220 2.33 0.68 -1.77
C 1.451445 -0.730310 0.555308 -0.02 -2.73 1.87
H 0.883965 -1.581623 1.059613 -0.53 1.63 -0.51
C -0.420089 0.393676 -0.578756 -3.03 -0.43 2.70
```
Positions in Å, forces in eV/Å.

## Properties
- E_tot: -7829.19200 eV
- E_HOMO: -0.542 hartree
- Kohn-Sham gap: 8.996 eV
- SMILES string: C#C[N+]1=C(CC)C1
- Strongest force on any atom: 4.1 eV Å⁻¹
- Charge: +1

[7]
ORCA calculation (ωB97M-V/def2-TZVPD) on the ion C6H8N with charge +1 at a distorted geometry.

Structure (XYZ):
```
15
Properties=species:S:1:pos:R:3:forces:R:3
H 1.149930 -1.953609 -2.171550 -0.01 -0.27 0.40
H 0.220289 0.492242 -3.278895 -0.90 0.19 1.05
H -1.364431 -1.121787 3.378099 -0.47 -1.88 0.36
C 0.242743 -0.094806 -2.329093 -1.79 0.78 -1.00
C -1.204309 -0.092150 3.512680 -3.30 2.25 3.59
C -0.255427 0.773576 1.182870 -0.56 -2.80 6.23
C 0.663502 0.984861 -1.219787 1.87 1.34 -0.16
H 1.906910 -0.868075 -3.213870 0.25 -0.03 -0.09
C -0.518080 0.244053 2.392606 2.98 4.45 -8.77
C 0.331648 1.001145 0.020874 -1.00 -0.94 -0.51
H -2.258013 0.473399 3.510918 2.08 -1.27 0.07
N 1.121629 -1.071457 -2.630576 1.95 -1.45 -0.19
H -0.760655 0.105303 4.557863 -0.15 -0.40 -1.78
H -0.716558 -0.584684 -2.074773 0.23 0.96 0.02
H 1.440820 1.711989 -1.637367 -1.18 -0.91 0.78
```
Positions in Å, forces in eV/Å.

## Properties
- E_tot: -7829.23457 eV
- E_HOMO (spin up / spin down): -0.485 / -0.485 hartree
- Kohn-Sham gap (spin up / spin down): 6.782 / 6.783 eV
- Strongest force on any atom: 10.3 eV Å⁻¹
- Charge: +1

> strongest force on any atom of number 6 (C6H8N)?

4.1 eV Å⁻¹

> E_tot of number 5 (C6H8N)?

-7830.47107 eV

> Which formula does entry 6 have?

C6H8N